{
  "formula": "C42H78O30S9",
  "method": "ωB97M-V/def2-TZVPD",
  "homo_energy_ev": -9.11,
  "smiles": "CCOS(C)(=O)=O.CCOS(C)(=O)=O.CCOS(C)(=O)=O.CCOS(C)(=O)=O.CCOS(C)(=O)=O.CCOS(C)(=O)=O.O=S1(=O)OCCO1.O=S1(=O)OCCO1.O=S1(=O)OCCO1.c1ccccc1.c1ccccc1.c1ccccc1",
  "gap_ev": 9.266,
  "energy_ha": -7487.81573,
  "e_above_lowest_ev": 0.000,
  "symbols": ["C", "C", "O", "S", "C", "O", "O", "H", "H", "H", "H", "H", "H", "H", "H", "C", "C", "O", "S", "C", "O", "O", "H", "H", "H", "H", "H", "H", "H", "H", "C", "C", "O", "S", "C", "O", "O", "H", "H", "H", "H", "H", "H", "H", "H", "C", "C", "O", "S", "C", "O", "O", "H", "H", "H", "H", "H", "H", "H", "H", "C", "C", "O", "S", "C", "O", "O", "H", "H", "H", "H", "H", "H", "H", "H", "C", "C", "O", "S", "C", "O", "O", "H", "H", "H", "H", "H", "H", "H", "H", "O", "S", "O", "O", "C", "C", "O", "H", "H", "H", "H", "O", "S", "O", "O", "C", "C", "O", "H", "H", "H", "H", "O", "S", "O", "O", "C", "C", "O", "H", "H", "H", "H", "C", "C", "C", "C", "C", "C", "H", "H", "H", "H", "H", "H", "C", "C", "C", "C", "C", "C", "H", "H", "H", "H", "H", "H", "C", "C", "C", "C", "C", "C", "H", "H", "H", "H", "H", "H"],
  "coordinates": [[-2.845782, -1.499531, -2.196996], [-2.733403, -2.324397, -0.930665], [-3.999057, -2.790335, -0.508731], [-4.093984, -4.140329, 0.353157], [-3.959735, -5.431460, -0.887697], [-2.980556, -4.226897, 1.255379], [-5.453439, -4.199350, 0.822689], [-1.858512, -1.202501, -2.541064], [-3.480847, -0.613271, -2.108735], [-3.430819, -2.102876, -2.898130], [-1.982189, -3.107586, -1.081240], [-2.256086, -1.747784, -0.128013], [-2.907461, -5.546894, -1.140593], [-4.578917, -5.144451, -1.735422], [-4.390147, -6.353665, -0.505579], [-0.014689, -2.578564, -8.138319], [0.700056, -1.408255, -7.494171], [2.029279, -1.831346, -7.168124], [2.891965, -0.830853, -6.211985], [2.118437, -1.209510, -4.636580], [4.218103, -1.353668, -6.223266], [2.592317, 0.535969, -6.574291], [-1.056043, -2.247161, -8.167600], [0.139783, -3.486167, -7.560547], [0.295654, -2.769998, -9.163684], [0.665805, -0.616424, -8.252639], [0.164000, -0.927998, -6.673082], [2.585961, -0.699247, -3.796052], [2.338882, -2.254084, -4.435254], [1.067396, -0.992059, -4.794485], [-4.722471, 5.708736, 3.772761], [-5.899525, 4.730071, 3.802711], [-6.045054, 3.991721, 2.580196], [-4.812902, 3.070821, 2.021727], [-4.632499, 1.951888, 3.463661], [-5.338066, 2.336740, 0.897165], [-3.599134, 3.829733, 1.819551], [-3.746565, 5.281468, 4.009176], [-4.854667, 6.581737, 4.407826], [-4.580683, 5.965347, 2.722327], [-5.861565, 4.069952, 4.681499], [-6.893260, 5.115142, 4.039260], [-5.601027, 1.612022, 3.808986], [-4.014139, 2.532280, 4.148619], [-3.986528, 1.121738, 3.176060], [1.066515, -0.673616, -1.517533], [0.883694, 0.011383, -0.166573], [-0.338898, -0.491207, 0.402243], [-1.305592, 0.587498, 1.103330], [-2.042150, 1.173038, -0.442774], [-2.296833, -0.095416, 1.916155], [-0.553296, 1.720304, 1.611975], [1.798301, -0.212236, -2.183751], [0.140759, -0.655904, -2.097676], [1.378659, -1.713233, -1.408314], [1.677747, -0.259860, 0.528239], [0.992329, 1.074249, -0.358448], [-1.261514, 1.700490, -0.983862], [-2.905496, 1.805350, -0.234323], [-2.449853, 0.274115, -0.904403], [1.236115, -6.307658, -6.377426], [0.577001, -6.040459, -5.034610], [0.609502, -4.661923, -4.611216], [0.648923, -4.452447, -2.982279], [2.372426, -4.997034, -2.691138], [0.581065, -3.033731, -2.746391], [-0.247742, -5.393985, -2.378642], [2.242789, -5.888361, -6.308172], [0.597018, -5.740429, -7.054169], [1.316953, -7.327849, -6.736226], [-0.486036, -6.294677, -5.094534], [0.913494, -6.684371, -4.217056], [2.804994, -4.436683, -1.869637], [2.922196, -4.909843, -3.626230], [2.342304, -6.067735, -2.494065], [2.208508, 5.948743, 7.128038], [1.421592, 6.051386, 5.825759], [1.759432, 4.812490, 5.136097], [1.383817, 4.626541, 3.557932], [-0.393729, 4.687442, 3.663891], [1.908554, 5.799975, 2.900463], [1.758076, 3.311114, 3.156149], [2.217301, 4.946393, 7.547328], [1.887594, 6.640149, 7.912215], [3.225595, 6.309760, 6.968177], [0.339849, 6.115838, 5.911381], [1.844764, 6.852860, 5.223407], [-0.674022, 5.741437, 3.680661], [-0.742368, 4.216624, 4.577968], [-0.766678, 4.271032, 2.727877], [4.416958, -1.409542, -2.239918], [4.443153, -1.209129, -0.814052], [4.110396, 0.065638, -0.282064], [3.781733, -2.467164, -0.077383], [4.692534, -3.498378, 0.244864], [6.035090, -3.008398, -0.348767], [5.944079, -1.617602, -0.218226], [4.946683, -3.545573, 1.304696], [4.281721, -4.438554, -0.107036], [6.301616, -3.330697, -1.359498], [6.793353, -3.441925, 0.305138], [2.114154, -4.111117, 1.481022], [0.796509, -3.582592, 1.632642], [-0.073930, -3.450196, 0.509478], [0.055665, -4.351622, 2.870449], [-0.640640, -3.476915, 3.717282], [0.211546, -2.212938, 3.704156], [0.851890, -2.178135, 2.436893], [-1.613074, -3.209201, 3.294454], [-0.774056, -3.822863, 4.738417], [1.028541, -2.200891, 4.432897], [-0.354975, -1.299838, 3.887564], [5.442744, -1.742896, 3.841775], [5.339177, -0.461861, 3.185642], [6.382623, -0.078425, 2.287491], [3.859276, -0.277615, 2.496303], [2.997296, 0.164857, 3.535646], [3.812505, 1.174439, 4.318756], [5.151500, 0.681473, 4.293579], [2.089044, 0.579107, 3.100321], [2.723581, -0.692785, 4.162033], [3.505363, 1.376642, 5.342149], [3.756784, 2.125909, 3.780707], [0.460925, 3.073937, -2.786153], [1.317506, 3.056009, -1.690009], [1.090610, 3.807212, -0.555005], [-0.076236, 4.595275, -0.486905], [-0.918598, 4.644229, -1.569451], [-0.652424, 3.887735, -2.724372], [0.685440, 2.467801, -3.653032], [2.298528, 2.591704, -1.723821], [1.726493, 3.631196, 0.302931], [-0.211995, 5.274345, 0.346060], [-1.703942, 5.389264, -1.536226], [-1.296850, 4.041971, -3.581360], [-2.997364, 1.076860, -4.560017], [-3.448252, 1.893613, -5.585083], [-2.537558, 2.388778, -6.535639], [-1.244710, 1.916895, -6.630198], [-0.812781, 0.963354, -5.696670], [-1.685830, 0.589562, -4.675375], [-3.578620, 0.788175, -3.695957], [-4.484553, 2.196960, -5.652402], [-2.991782, 3.089894, -7.225222], [-0.627711, 2.328677, -7.417268], [0.247080, 0.741717, -5.678569], [-1.278588, -0.100469, -3.944783], [-1.338205, -0.263039, 6.821694], [-1.495900, 0.092126, 5.477223], [-0.552682, 0.904825, 4.872438], [0.505679, 1.381138, 5.625498], [0.665851, 1.053408, 6.956205], [-0.329559, 0.308226, 7.571761], [-2.184812, -0.791828, 7.243480], [-2.338022, -0.301195, 4.920135], [-0.670038, 1.218059, 3.843908], [1.130577, 2.157077, 5.199706], [1.457511, 1.523036, 7.525623], [-0.329595, 0.194037, 8.649795]],
  "forces_ev_per_a": [[-1.380, -0.593, 0.051], [2.075, 0.892, 0.337], [-0.758, -0.855, 0.326], [-0.850, -0.511, -0.241], [0.125, 0.473, 0.022], [-0.348, 0.185, -0.237], [0.846, 0.388, -0.067], [-0.174, -0.353, -0.105], [0.160, -0.066, 0.390], [0.638, -0.056, -0.487], [-0.483, -0.381, -0.163], [-0.488, -0.096, -0.009], [-0.057, -0.069, -0.175], [0.192, 0.196, -0.059], [0.202, 0.080, 0.407], [-0.276, 0.370, 0.466], [-0.394, 0.294, -1.307], [0.618, 0.964, 0.577], [-0.725, -0.208, 0.327], [0.782, -0.158, -0.608], [-0.083, 0.194, -0.221], [0.185, -0.828, 0.129], [-0.153, -0.574, -0.002], [-0.360, -0.054, 0.120], [0.252, 0.150, 0.038], [0.754, 0.116, 0.087], [0.163, -0.868, 0.258], [-0.039, 0.496, -0.523], [-0.395, -0.135, -0.302], [-0.083, -0.176, 0.525], [-0.060, -0.106, -0.610], [0.213, -0.299, 1.409], [0.789, -0.513, -0.679], [-0.462, -1.112, 0.314], [1.098, 0.778, -1.054], [0.095, 0.766, 0.897], [-0.851, -0.311, 0.483], [-0.273, -0.416, 0.358], [-0.256, 0.035, -0.121], [-0.213, 0.641, 0.109], [0.696, -0.496, -0.375], [0.135, 0.844, -0.914], [-0.028, 0.191, 0.099], [-0.494, -0.009, 0.457], [-0.231, -0.057, -0.402], [0.138, -0.316, 0.150], [1.534, -0.526, -0.998], [-0.811, 0.852, 1.336], [-0.561, 1.468, -2.093], [-0.726, -0.556, 1.216], [1.376, 0.219, -0.445], [-0.257, -1.301, 0.471], [0.073, 0.428, 0.658], [-0.063, -0.063, 0.245], [-0.244, 0.300, 0.149], [0.031, -0.022, -0.023], [-0.936, 0.269, 0.618], [-0.036, -0.106, -0.180], [0.244, 0.293, 0.198], [0.501, 0.398, -0.129], [0.087, 1.690, 0.609], [-1.414, -1.774, 0.707], [0.285, 0.548, 0.770], [1.547, -0.282, -0.867], [-0.825, -0.452, -0.363], [-0.578, -1.518, -0.707], [-0.037, 0.544, -0.089], [-0.023, 0.071, -0.520], [0.567, -0.001, -0.566], [-0.335, -0.237, 0.526], [0.025, 0.007, -0.123], [0.460, 0.100, -0.169], [-0.080, 0.110, -0.010], [0.036, 0.565, 0.089], [-0.102, 0.091, 0.392], [0.110, 0.900, 0.379], [1.116, -0.520, -0.153], [-0.187, -1.025, -0.976], [-0.203, 1.804, 1.251], [0.250, 0.817, -0.614], [-0.516, -0.955, -0.014], [0.387, 0.005, 0.295], [-0.051, -0.060, -0.133], [-0.601, -0.101, -0.169], [0.143, -0.540, -0.274], [-0.034, 0.093, 0.209], [-0.425, 0.254, -0.023], [0.055, 0.006, 0.050], [0.058, -0.431, -0.197], [-0.180, -0.357, 0.232], [-0.258, -0.057, 1.034], [2.516, -0.782, 0.092], [-0.343, -0.836, -0.058], [-1.642, 1.312, -0.175], [1.496, 0.063, -0.283], [0.210, -1.785, 0.112], [-0.944, 1.184, -0.986], [-1.061, 0.150, 0.223], [0.191, -0.048, -0.067], [-0.455, 0.240, -0.141], [0.294, 0.657, -0.006], [-0.722, 0.007, 0.047], [-0.909, 0.691, 1.765], [0.658, -0.221, 0.460], [0.845, -1.102, -1.113], [-0.486, 1.931, -0.200], [0.558, 0.262, 0.869], [0.249, -0.307, -1.416], [-0.071, -0.406, -0.086], [0.263, -0.623, -0.199], [-0.177, -0.370, 0.194], [-0.044, -0.254, -0.533], [-0.485, 1.042, -0.592], [0.323, -0.336, -0.064], [-1.008, -0.136, 0.393], [1.695, -0.196, 0.415], [-0.855, -0.490, 0.886], [-0.482, 1.024, -0.651], [0.276, -0.521, -0.199], [0.174, 0.124, -0.116], [0.029, 0.045, -0.066], [-0.009, -0.477, 0.045], [0.333, -0.068, 0.070], [0.084, 0.020, 0.291], [0.951, 0.260, -0.009], [-1.329, -0.231, 0.238], [1.307, -0.194, 0.245], [0.177, 0.269, -0.533], [-0.535, 0.581, 0.228], [-0.028, 0.147, -0.142], [-0.248, -0.555, -0.239], [0.161, 0.514, 0.015], [-0.200, -0.186, 0.137], [-0.281, -0.284, -0.231], [-0.034, -0.326, -0.054], [0.984, -0.503, -0.678], [0.486, 0.379, 0.246], [-1.519, -0.580, 0.017], [-0.257, 0.081, 0.256], [-0.458, 1.407, 0.031], [0.540, -0.088, 0.141], [-0.292, -0.014, -0.245], [0.017, 0.186, 0.218], [0.517, 0.067, -0.293], [0.356, -0.189, 0.138], [-0.164, -0.321, 0.020], [-0.171, 0.171, 0.085], [-1.184, 0.798, -0.706], [0.423, -0.498, 0.299], [-0.375, 0.178, 0.016], [0.339, 0.671, -0.334], [-0.584, 0.414, 0.170], [0.397, -0.540, 0.564], [0.354, -0.216, 0.427], [0.002, 0.056, -0.081], [0.047, 0.039, -0.031], [0.298, -0.321, -0.148], [0.012, -0.122, 0.094], [0.146, -0.228, -0.046]]
}


{
  "formula": "C5H14O3S",
  "method": "ωB97M-V/def2-TZVPD",
  "homo_energy_ev": -8.88,
  "smiles": "CSCCCC=O.O.O",
  "gap_ev": 9.093,
  "energy_ha": -822.76208,
  "e_above_lowest_ev": 0.450,
  "symbols": ["C", "S", "C", "C", "C", "C", "O", "H", "H", "H", "H", "H", "H", "H", "H", "H", "H", "O", "H", "H", "O", "H", "H"],
  "coordinates": [[-0.265727, -2.186569, -0.528574], [-1.811399, -1.245091, -0.848992], [-1.649505, 0.229761, 0.371146], [-0.386498, 1.023055, 0.297473], [0.282281, 1.356545, -1.071925], [-0.253441, 2.496147, -1.896096], [0.391494, 3.466086, -2.196815], [0.176738, -1.986112, 0.460147], [-0.556175, -3.234600, -0.590225], [0.464438, -1.768002, -1.208202], [-1.871898, -0.212704, 1.341404], [-2.537347, 0.747347, 0.014199], [0.519840, 0.654067, 0.768102], [-0.708843, 1.968320, 0.772549], [1.316038, 1.587203, -0.809871], [0.323519, 0.487233, -1.745309], [-1.248484, 2.331614, -2.377284], [-1.025165, 0.063265, 4.039648], [-1.241617, -0.650334, 3.444813], [-0.124416, 0.319120, 3.889951], [3.416343, -1.541764, -1.014114], [2.945913, -2.369109, -0.953195], [3.843911, -1.535478, -0.158829]],
  "forces_ev_per_a": [[-0.443, 0.976, 0.625], [0.566, 0.705, 1.141], [-0.643, -2.588, -1.616], [0.251, 1.457, -0.812], [-0.029, 0.081, 0.109], [-0.098, -0.499, -0.669], [-0.070, 0.138, 0.272], [-0.601, -0.117, -0.034], [0.581, 0.060, -0.380], [0.274, -0.777, -0.507], [0.170, 0.379, 0.065], [0.120, 0.531, 0.320], [-0.672, -0.594, 1.045], [0.796, -0.113, 0.063], [0.006, 0.218, -0.315], [-0.234, 0.029, 0.258], [0.035, 0.129, 0.391], [-0.782, 0.237, 0.528], [0.161, -0.266, -0.236], [0.638, 0.014, -0.262], [-0.024, 0.091, 0.111], [-0.429, -0.482, -0.390], [0.425, 0.390, 0.292]]
}


{
  "formula": "C6H9N",
  "method": "ωB97M-V/def2-TZVPD",
  "homo_energy_ev": -9.40,
  "smiles": "CC#CC[C@H]1CN1",
  "gap_ev": 10.433,
  "energy_ha": -288.67908,
  "e_above_lowest_ev": 2.802,
  "symbols": ["C", "C", "C", "C", "C", "C", "N", "H", "H", "H", "H", "H", "H", "H", "H", "H"],
  "coordinates": [[0.262370, -3.288695, 0.623881], [-0.217131, -1.907295, 0.548173], [-0.596476, -0.764929, 0.481691], [-1.009974, 0.641450, 0.391724], [0.166036, 1.540623, 0.063185], [0.546394, 1.818755, -1.334262], [-0.142615, 2.834227, -0.534567], [0.459639, -3.690759, -0.374531], [-0.470384, -3.940247, 1.109435], [1.192892, -3.344058, 1.197065], [-1.467889, 0.953930, 1.338548], [-1.778514, 0.762999, -0.381269], [0.983192, 1.498443, 0.783713], [-0.043013, 1.394173, -2.144900], [1.603077, 1.949062, -1.554219], [0.512394, 3.542320, -0.213666]],
  "forces_ev_per_a": [[0.032, -0.072, 0.002], [-0.128, 0.474, -0.031], [0.136, -0.478, 0.022], [-0.053, 0.026, -0.004], [0.074, -0.184, 0.166], [0.139, -0.174, -0.228], [0.002, 0.212, 0.106], [-0.037, 0.071, 0.116], [0.067, 0.120, -0.056], [-0.120, 0.016, -0.065], [0.085, -0.026, -0.118], [0.136, -0.001, 0.088], [-0.148, 0.011, -0.095], [0.085, 0.077, 0.150], [-0.151, 0.024, 0.002], [-0.118, -0.097, -0.055]]
}